Density functional theory data (ωB97M-V/def2-TZVPD) for a molecular structure, C3H4O3Y at a distorted geometry.

Properties
Strongest force on any atom: 6.0 eV/A
Lowest unoccupied orbital energy: -16.2 eV
HOMO energy: -0.89026 Eh
Orbital gap: 0.29429 Ha

Structure (ORCA input):
```
! RIJCOSX wB97M-V def2-TZVPD def2/J DEFGRID3
* xyz 3 1
H 1.73 -2.17 2.22
O 0.44 -0.17 0.69
Y -0.90 1.58 0.10
C 0.46 -1.41 0.69
C 1.61 -2.19 1.13
H -0.44 -1.95 0.34
H 1.49 -3.22 0.76
H 2.51 -1.79 0.63
O -1.89 3.07 -1.37
C -2.32 3.78 -2.19
O -2.70 4.48 -3.00
*
```

***

Density functional theory data (ωB97M-V/def2-TZVPD) for 2 unconnected molecules or ions with the total composition CH3O2S at a distorted geometry.

Properties
Strongest force on any atom: 3.4 eV/A
Lowest unoccupied orbital energy (spin up / spin down): 4.0 / 2.2 eV
HOMO energy (spin up / spin down): -0.16706 / -0.03277 Eh
Orbital gap (spin up / spin down): 0.31374 / 0.11247 Ha

Structure (ORCA input):
```
! RIJCOSX wB97M-V def2-TZVPD def2/J DEFGRID3
* xyz -1 1
C 0.54 -0.84 2.13
O 0.64 1.71 -2.59
O -1.54 0.49 -2.74
S -0.74 1.54 -2.15
H 1.22 -1.34 1.47
H -0.20 -1.57 2.17
H 0.08 0.02 1.71
*
```

***

Density functional theory data (ωB97M-V/def2-TZVPD) for a single C5H7N molecule at a distorted geometry.

Properties
Strongest force on any atom: 3.4 eV/A
Lowest unoccupied orbital energy: 0.6 eV
HOMO energy: -0.35533 Eh
Orbital gap: 0.37870 Ha

Structure (ORCA input):
```
! RIJCOSX wB97M-V def2-TZVPD def2/J DEFGRID3
* xyz 0 1
C -2.23 -0.47 -0.07
C -0.80 -0.87 0.03
C 0.12 0.13 0.10
C -0.20 1.57 0.00
C 1.54 -0.23 0.02
H -2.52 0.12 -0.93
H -2.97 -1.33 0.06
H -2.53 0.09 0.87
H -0.52 -1.88 0.06
H -1.07 1.73 -0.80
H -0.43 2.07 1.05
H 0.74 2.12 -0.38
N 2.67 -0.52 -0.06
*
```

***

Density functional theory data (ωB97M-V/def2-TZVPD) for a gas-phase ion, CH2NO4S (charge -1) at a distorted geometry.

Properties
Strongest force on any atom: 6.7 eV/A
Lowest unoccupied orbital energy: 4.1 eV
HOMO energy: -0.14568 Eh
Orbital gap: 0.29531 Ha

Structure (ORCA input):
```
! RIJCOSX wB97M-V def2-TZVPD def2/J DEFGRID3
* xyz -1 1
C -0.04 0.31 -0.61
N 0.45 1.15 0.86
O -0.45 1.71 1.42
O 0.33 -1.95 0.73
O 1.60 0.99 1.23
O -1.03 -2.06 -1.39
S -0.83 -1.40 -0.02
H -0.73 1.17 -0.96
H 0.68 0.09 -1.26
*
```

***

Density functional theory data (ωB97M-V/def2-TZVPD) for 3 unconnected molecules or ions with the total composition C5H16O2 at a distorted geometry.

Properties
Strongest force on any atom: 2.5 eV/A
Lowest unoccupied orbital energy: 0.5 eV
HOMO energy: -0.39809 Eh
Orbital gap: 0.41720 Ha

Structure (ORCA input):
```
! RIJCOSX wB97M-V def2-TZVPD def2/J DEFGRID3
* xyz 0 1
C -0.93 -2.37 -0.22
C -0.22 -1.10 -0.66
C -1.13 -0.08 -1.42
C -1.39 1.34 -0.89
C -1.58 -2.39 1.18
H -1.62 -2.77 -0.96
H -0.14 -3.13 -0.21
H 0.63 -1.32 -1.30
H 0.30 -0.58 0.15
H -2.06 -0.57 -1.68
H -0.64 0.07 -2.39
H -2.47 1.35 -0.72
H -0.89 1.57 0.05
H -1.21 2.14 -1.59
H -2.31 -1.56 1.16
H -2.20 -3.24 1.40
H -0.79 -2.11 1.87
H 1.02 2.03 0.28
H 2.22 2.61 0.92
O 1.95 1.84 0.44
H 4.43 3.41 1.11
H 4.15 2.16 1.91
O 4.89 2.68 1.57
*
```

***

| no. | DFT total energy (Eh) |
| --- | --- |
| 1 | -379.5188 |
| 2 | -588.4921 |
| 3 | -249.4203 |
| 4 | -793.1314 |
| 5 | -350.5430 |